Density functional theory data (ωB97M-V/def2-TZVPD) for C41H110F3N10O14SV as an isolated structure in a non-equilibrium geometry.

The geometry in XYZ format:
```
180
C41H110F3N10O14SV | the Open Molecules 2025 dataset | ωB97M-V/def2-TZVPD
O 1.182 -3.774 -3.473
V 0.309 -4.331 -2.287
C -0.035 0.065 -0.463
F -1.305 0.121 -0.830
F 0.786 0.447 -1.441
F 0.189 0.880 0.550
S 0.471 -1.662 0.024
O -0.591 -2.180 0.870
O 0.655 -2.396 -1.250
O 1.704 -1.448 0.722
C 0.689 5.060 5.539
C 0.135 6.209 4.689
C 0.021 5.837 3.222
O -0.747 4.665 3.090
C -0.866 4.212 1.767
N -1.162 6.716 5.176
H 1.733 4.816 5.337
H 0.079 4.157 5.568
H 0.647 5.422 6.575
H 0.911 6.981 4.717
H 1.044 5.626 2.874
H -0.354 6.662 2.608
H 0.103 4.126 1.268
H -1.551 4.866 1.210
H -1.326 3.221 1.762
H -1.820 5.960 4.982
H -1.082 6.734 6.191
C -1.471 1.477 -7.597
C -0.315 1.841 -6.663
C -0.196 0.867 -5.499
O -1.385 0.586 -4.822
C -1.745 1.516 -3.829
N 0.924 1.871 -7.462
H -1.324 0.488 -8.047
H -1.568 2.164 -8.435
H -2.390 1.463 -7.010
H -0.584 2.841 -6.310
H 0.591 1.212 -4.805
H 0.288 -0.053 -5.861
H -1.006 1.543 -3.024
H -2.742 1.324 -3.435
H -1.821 2.533 -4.233
H 0.932 0.981 -7.965
H 1.700 1.740 -6.808
C 3.611 -0.154 -2.681
C 3.344 -0.939 -3.954
C 4.011 -0.307 -5.166
O 3.614 1.053 -5.313
C 4.497 1.794 -6.123
N 3.853 -2.325 -3.786
H 4.668 -0.244 -2.412
H 3.055 -0.580 -1.843
H 3.307 0.889 -2.749
H 2.264 -0.995 -4.135
H 3.702 -0.810 -6.094
H 5.099 -0.326 -5.023
H 4.219 2.847 -6.103
H 4.430 1.483 -7.171
H 5.525 1.721 -5.757
H 4.869 -2.367 -3.701
H 3.731 -2.650 -4.753
C -1.987 -0.906 4.108
C -3.130 -0.581 3.121
C -2.864 0.794 2.546
O -3.911 1.163 1.674
C -3.674 2.346 0.958
N -3.220 -1.668 2.138
H -2.227 -1.755 4.738
H -1.815 -0.027 4.734
H -1.079 -1.048 3.517
H -4.048 -0.568 3.716
H -1.951 0.786 1.927
H -2.692 1.515 3.355
H -4.514 2.544 0.299
H -2.731 2.303 0.395
H -3.585 3.207 1.636
H -3.900 -1.321 1.457
H -2.331 -1.728 1.638
C -3.232 -4.825 0.136
C -2.169 -4.668 -0.937
C -2.401 -3.361 -1.660
O -1.462 -3.193 -2.764
C -1.642 -2.017 -3.567
N -0.762 -4.690 -0.408
H -3.128 -5.753 0.698
H -4.216 -4.908 -0.331
H -3.231 -3.969 0.814
H -2.224 -5.555 -1.585
H -2.412 -2.507 -0.982
H -3.369 -3.346 -2.166
H -1.485 -1.091 -3.015
H -2.658 -1.988 -3.957
H -0.878 -2.047 -4.337
H -0.774 -4.063 0.415
H -0.694 -5.582 0.103
C 1.597 0.998 3.951
C 3.049 0.545 4.100
C 3.461 0.338 5.539
O 2.642 -0.668 6.102
C 3.030 -0.986 7.412
N 3.298 -0.705 3.331
H 1.452 1.932 4.497
H 0.928 0.229 4.342
H 1.343 1.153 2.901
H 3.695 1.281 3.613
H 3.278 1.239 6.138
H 4.532 0.104 5.540
H 4.025 -1.455 7.418
H 2.347 -1.715 7.853
H 3.025 -0.122 8.093
H 2.674 -0.632 2.530
H 2.871 -1.475 3.848
C -4.491 -0.534 -1.769
C -5.795 0.232 -1.788
C -5.800 1.293 -2.874
O -4.986 2.380 -2.507
C -4.993 3.378 -3.493
N -6.917 -0.697 -1.980
H -4.388 -1.035 -0.798
H -3.671 0.186 -1.752
H -4.417 -1.256 -2.580
H -5.972 0.726 -0.825
H -6.837 1.562 -3.121
H -5.400 0.855 -3.804
H -5.996 3.808 -3.602
H -4.608 3.083 -4.474
H -4.373 4.207 -3.148
H -6.868 -1.474 -1.335
H -7.802 -0.229 -1.827
C -0.164 4.170 -1.815
C 0.237 5.647 -1.663
C -0.998 6.516 -1.540
O -1.901 6.322 -2.596
C -3.233 6.550 -2.191
N 1.151 5.855 -0.538
H -1.133 3.919 -1.380
H 0.630 3.492 -1.484
H -0.187 3.916 -2.879
H 0.692 5.858 -2.645
H -0.740 7.578 -1.411
H -1.475 6.245 -0.583
H -3.889 6.544 -3.056
H -3.352 7.537 -1.726
H -3.505 5.793 -1.447
H 2.045 5.485 -0.856
H 1.342 6.854 -0.454
C 0.104 -4.495 3.291
C -0.772 -5.426 4.081
C -1.261 -4.933 5.422
O -0.158 -4.683 6.267
C -0.569 -4.215 7.535
N -1.889 -5.894 3.218
H 0.966 -4.131 3.850
H -0.441 -3.566 3.061
H 0.415 -4.838 2.303
H -0.213 -6.358 4.231
H -1.936 -5.637 5.924
H -1.792 -3.975 5.285
H -1.023 -3.222 7.440
H 0.303 -4.101 8.174
H -1.258 -4.941 7.976
H -2.493 -6.465 3.816
H -2.524 -5.097 3.075
C 4.705 -3.040 0.933
C 5.541 -3.648 -0.179
C 6.474 -4.731 0.279
O 7.414 -4.985 -0.749
C 8.441 -5.821 -0.338
N 4.697 -4.080 -1.310
H 5.291 -2.695 1.787
H 4.016 -3.789 1.332
H 4.172 -2.163 0.568
H 6.189 -2.847 -0.567
H 5.988 -5.668 0.581
H 7.031 -4.387 1.160
H 8.113 -6.818 -0.017
H 9.061 -5.380 0.450
H 9.122 -6.036 -1.164
H 5.334 -4.484 -2.001
H 4.384 -3.256 -1.817
```

Its HOMO energy (alpha / beta) is -10.4891 / -10.4891 eV. Its expectation value of S² is 0.80. The largest force on an atom is 5.30 eV/A. Its multiplicity is 2. The calculation puts the orbital gap (alpha / beta) at 4.4061 / 4.8514 eV. Its total charge is +1.